1.
{"formula": "C31H71AgCl2N9O10", "method": "ωB97M-V/def2-TZVPD", "homo_energy_ha": [-0.32595, -0.32594], "s_squared": 0.75, "multiplicity": 2, "species": ["Ag", "Cl", "Cl", "C", "C", "C", "O", "C", "H", "H", "H", "H", "H", "H", "H", "H", "C", "O", "N", "C", "C", "H", "H", "H", "H", "H", "H", "H", "C", "O", "N", "C", "C", "H", "H", "H", "H", "H", "H", "H", "C", "O", "N", "C", "C", "H", "H", "H", "H", "H", "H", "H", "C", "O", "N", "C", "C", "H", "H", "H", "H", "H", "H", "H", "C", "O", "N", "C", "C", "H", "H", "H", "H", "H", "H", "H", "C", "O", "N", "C", "C", "H", "H", "H", "H", "H", "H", "H", "C", "O", "N", "C", "C", "H", "H", "H", "H", "H", "H", "H", "C", "O", "N", "C", "C", "H", "H", "H", "H", "H", "H", "H", "C", "O", "N", "C", "C", "H", "H", "H", "H", "H", "H", "H"], "coordinates": [[1.75110, -2.20087, 2.45143], [0.74321, -0.35089, 1.19610], [3.15508, -1.11933, 3.81364], [-3.51289, 2.72872, 2.38671], [-1.99520, 2.44270, 2.62055], [-1.58822, 3.46642, 3.71541], [-2.80435, 3.77988, 4.38202], [-3.94458, 3.11060, 3.88539], [-4.00094, 1.86081, 1.93150], [-3.62369, 3.59968, 1.73815], [-1.46733, 2.57675, 1.67071], [-1.80522, 1.38029, 2.87560], [-1.18840, 4.32984, 3.20449], [-0.91013, 2.99475, 4.39651], [-4.80357, 3.75022, 3.90332], [-4.27552, 2.18693, 4.35034], [-2.80164, 3.30932, -2.96707], [-3.98138, 3.36577, -3.27303], [-2.27237, 3.98725, -1.91725], [-0.90520, 3.78433, -1.52886], [-3.13869, 4.94352, -1.23613], [-2.09705, 2.59248, -3.41680], [-0.77021, 3.30498, -0.56513], [-0.44302, 4.76766, -1.50131], [-0.31282, 3.22656, -2.25491], [-3.25174, 4.69010, -0.18714], [-2.85190, 5.99017, -1.39165], [-4.09468, 4.84701, -1.75135], [-0.46064, -3.73781, 0.40169], [0.31364, -3.83962, 1.33830], [-0.95702, -4.78541, -0.29228], [-1.96345, -4.63857, -1.37370], [-0.42598, -6.09099, 0.05846], [-0.71687, -2.77612, -0.05972], [-2.29057, -3.61355, -1.53950], [-2.86341, -5.22781, -1.12558], [-1.50513, -5.01763, -2.29818], [-1.22295, -6.75455, 0.39070], [0.06757, -6.56883, -0.79635], [0.29700, -5.96449, 0.85224], [-4.98712, -1.45628, -1.59684], [-3.94804, -1.97595, -1.97773], [-5.02838, -0.61242, -0.52079], [-6.21890, 0.08340, -0.18575], [-3.84192, -0.31296, 0.23872], [-5.94140, -1.48099, -2.13091], [-6.02733, 1.15106, -0.18904], [-6.55982, -0.21362, 0.80871], [-7.03185, -0.26917, -0.83264], [-3.28158, 0.56166, -0.08147], [-4.07805, -0.28355, 1.30195], [-3.09991, -1.08597, 0.16745], [4.15196, -2.15245, -4.08457], [4.63692, -2.91125, -4.88649], [4.90978, -1.53728, -3.10546], [4.28048, -0.60397, -2.24228], [6.29579, -1.96680, -3.02042], [3.09408, -1.83567, -4.12083], [3.25956, -0.43922, -2.57631], [4.74747, 0.37383, -2.32303], [4.18858, -0.88338, -1.17716], [6.53382, -2.40970, -2.05317], [6.42346, -2.66611, -3.81867], [6.93618, -1.09410, -3.14461], [3.01951, 2.73038, -1.55457], [2.80589, 3.22303, -2.60628], [4.20645, 2.76176, -0.86662], [4.35382, 2.15630, 0.41819], [5.35168, 3.37823, -1.51615], [2.29782, 2.17884, -0.90889], [3.44099, 1.69506, 0.81541], [4.82449, 2.84991, 1.13863], [5.09381, 1.34782, 0.36230], [5.07666, 3.93406, -2.39580], [5.82720, 4.02141, -0.76254], [6.11131, 2.66071, -1.84817], [0.52824, -0.09111, -3.55928], [1.09747, -0.21439, -4.60822], [-0.80083, -0.30222, -3.36640], [-1.31430, -0.25053, -2.03837], [-1.62015, -0.68424, -4.49596], [0.98476, 0.26281, -2.61902], [-2.11393, 0.49739, -1.94629], [-0.50918, 0.00070, -1.32721], [-1.72518, -1.19381, -1.65896], [-1.93702, -1.72281, -4.64235], [-2.46389, -0.00540, -4.50748], [-1.06196, -0.43063, -5.38906], [-1.03713, -2.57242, 4.70094], [-0.04827, -2.18577, 4.06361], [-2.30098, -2.22380, 4.42745], [-3.37599, -2.72571, 5.27583], [-2.51279, -1.31185, 3.30144], [-1.06575, -3.19400, 5.58068], [-4.09069, -3.30471, 4.69198], [-3.89073, -1.82159, 5.61159], [-2.98502, -3.26449, 6.13869], [-1.54648, -1.03483, 2.87486], [-3.06624, -1.79406, 2.49249], [-3.09501, -0.42310, 3.53951], [3.39669, -3.86786, -0.10712], [3.17728, -2.90176, 0.59000], [2.87292, -4.05291, -1.35582], [3.33191, -5.13329, -2.16645], [1.77060, -3.16943, -1.72037], [3.99579, -4.74778, 0.21246], [3.62181, -4.82362, -3.18166], [2.55438, -5.87169, -2.33348], [4.18905, -5.66397, -1.76460], [1.69226, -2.40349, -0.95733], [1.82060, -2.66844, -2.70518], [0.84619, -3.76093, -1.77508], [1.14742, 3.63287, 1.59548], [1.02250, 4.52728, 0.80495], [1.90950, 3.76822, 2.70042], [2.10466, 2.74056, 3.65320], [2.50855, 5.06375, 2.90243], [0.59710, 2.68228, 1.47122], [3.07380, 2.30188, 3.84666], [1.60483, 1.82145, 3.39843], [1.80139, 2.96898, 4.65101], [3.58679, 5.01937, 3.07647], [2.35874, 5.69741, 2.04726], [2.06204, 5.58483, 3.76511]], "atomic_forces_ev_per_a": [[-1.0, -0.4, -0.9], [0.0, 0.1, -0.1], [0.6, 0.5, 0.5], [0.6, 0.1, 1.6], [-0.5, -0.2, -0.7], [-1.4, -1.6, -1.5], [-0.5, 0.3, 1.0], [0.8, -0.7, -3.0], [-0.2, 0.3, 0.3], [-0.1, -0.1, 0.0], [0.1, 0.2, 0.2], [-0.2, 0.7, 0.3], [0.2, 0.5, 0.3], [0.6, 0.1, 0.5], [-0.3, 0.7, 0.1], [0.6, -0.3, 0.8], [-0.6, -0.3, 1.1], [0.2, -0.1, -0.6], [-0.4, -0.3, -0.6], [0.7, 0.9, -0.1], [-0.1, -0.2, -0.7], [0.1, 0.2, -0.2], [-0.2, 0.0, 0.3], [0.3, 0.0, 0.4], [-0.4, -0.2, -0.2], [0.1, 0.2, 0.2], [0.5, -0.2, 0.3], [-0.1, -0.1, 0.3], [-0.4, 0.0, -1.4], [0.6, 0.2, 0.8], [-0.1, 0.5, 0.4], [0.6, -0.7, 0.4], [-0.4, -0.4, -0.5], [-0.3, 0.2, 0.4], [0.3, 0.1, 0.3], [0.4, 0.1, -0.1], [-0.3, 0.0, 0.1], [-0.1, -0.1, 0.1], [-0.1, 0.2, 0.0], [0.0, 0.0, 0.1], [1.4, 1.3, 0.5], [-0.8, -0.4, 0.0], [0.6, -1.0, -0.9], [-0.9, -0.4, 0.6], [0.4, -0.4, 0.4], [-0.1, -0.4, -0.1], [-0.4, 0.3, -0.3], [0.1, 0.2, 0.3], [0.2, 0.7, -0.2], [-0.5, 0.5, 0.0], [-0.2, 0.4, -0.1], [0.1, -0.8, -0.4], [0.7, 1.1, 0.6], [-0.2, -0.9, -0.6], [-0.9, -1.6, -1.0], [-0.4, 0.8, 0.8], [-0.4, 1.1, 0.7], [0.2, 0.1, 0.1], [-0.2, -0.1, -0.2], [0.3, 0.2, 0.2], [0.4, -0.2, -0.3], [-0.1, -0.1, 0.1], [0.4, -0.4, -0.3], [0.2, 0.0, -0.1], [0.7, -1.1, 3.3], [-0.6, 0.8, -2.2], [-0.5, 0.4, -1.6], [1.2, -0.6, 0.6], [0.6, -0.2, 1.1], [-0.4, 0.1, -0.5], [0.0, 0.4, -0.2], [-0.6, 0.0, -0.1], [-0.1, -0.2, -0.1], [-0.5, 0.3, 0.0], [0.0, 0.1, -0.4], [-0.1, -0.3, 0.2], [-0.9, 0.3, 0.8], [0.9, -0.2, -0.8], [0.6, -0.9, -0.3], [-0.3, 0.2, 1.2], [0.0, 0.8, -0.6], [0.4, 0.0, -0.1], [0.1, -0.1, -0.1], [-0.2, 0.1, -0.3], [0.0, 0.0, -0.5], [0.1, 0.0, 0.8], [-0.6, -0.2, 0.1], [0.3, 0.0, -0.1], [0.5, 1.0, -1.1], [-1.1, -0.9, 1.2], [0.5, 0.2, -0.5], [-0.3, 1.4, -0.7], [-0.4, -0.5, -0.4], [0.9, -0.6, 0.5], [0.1, -0.3, 0.1], [-0.3, -0.3, 0.4], [0.0, 0.0, -0.2], [0.0, 0.0, 0.3], [0.0, -0.3, 0.1], [0.1, 0.1, 0.5], [-0.2, -1.0, -1.1], [0.1, 0.2, 0.5], [0.4, 1.1, 1.3], [-0.2, -0.6, -1.5], [-0.4, -0.3, -1.0], [0.1, 0.5, 0.0], [0.0, 0.3, 0.3], [-0.4, -0.3, 0.1], [0.1, 0.2, 0.4], [-0.1, 0.0, 0.1], [0.6, -0.4, 0.4], [0.1, 0.1, 0.1], [-0.1, -0.7, 0.6], [-0.5, 0.9, -1.5], [0.5, 0.2, -0.2], [0.0, -1.7, 0.7], [0.4, 0.6, 0.9], [0.5, -0.1, 0.3], [1.2, 0.7, -0.7], [-0.8, -0.2, -0.5], [-0.7, 0.7, 0.7], [0.0, -0.3, 0.1], [-0.2, 0.0, -0.4], [0.1, -0.3, -0.1]]}

=====

2.
{"formula": "C13H12Cl2MgN11O2S", "method": "ωB97M-V/def2-TZVPD", "relative_energy_kcal_mol": 0.00, "homo_energy_ha": -0.19171, "charge": -1, "species": ["Mg", "Cl", "C", "C", "C", "Cl", "C", "O", "C", "C", "O", "C", "H", "H", "H", "N", "C", "N", "N", "N", "N", "C", "N", "N", "N", "N", "H", "C", "N", "C", "C", "N", "C", "S", "H", "H", "H", "H", "H", "H", "H", "H"], "coordinates": [[9.23624, 7.69682, 9.96370], [14.91623, 11.41705, 7.18133], [13.77659, 10.37466, 7.91371], [14.14761, 9.06719, 8.05738], [13.30018, 8.20322, 8.68212], [13.67509, 6.55021, 8.91553], [12.05874, 8.62865, 9.17755], [11.25574, 7.78731, 9.72048], [11.72561, 9.99368, 8.96190], [10.43417, 10.49660, 9.42876], [9.50419, 9.82507, 9.89901], [12.58169, 10.90517, 8.34661], [14.99840, 8.64113, 7.64248], [10.22832, 11.61331, 9.33912], [12.29183, 11.93525, 8.12309], [6.16060, 6.90840, 11.00485], [6.16164, 7.52080, 9.74246], [5.08885, 7.79504, 9.07390], [5.52959, 8.50092, 7.98022], [6.80004, 8.62473, 8.02118], [7.26152, 7.99989, 9.12756], [7.18660, 6.89200, 11.89804], [6.94471, 6.41642, 13.10344], [8.15050, 6.51577, 13.76144], [9.05712, 7.02414, 12.96344], [8.43806, 7.28732, 11.75023], [5.25195, 6.72321, 11.35099], [9.46799, 7.21210, 6.52847], [8.42374, 6.21777, 6.75484], [7.22559, 6.21748, 5.89670], [6.18089, 5.38394, 6.67049], [7.03756, 4.81395, 7.70153], [8.25353, 5.43934, 7.78374], [9.30942, 5.05847, 9.08113], [9.00856, 8.21558, 6.77111], [9.63311, 7.18686, 5.42493], [10.37328, 6.90560, 7.03843], [7.55577, 5.56972, 5.10718], [6.85188, 7.20158, 5.69061], [5.76784, 4.63039, 6.02534], [5.37768, 6.02586, 7.13619], [6.66517, 4.29621, 8.49012]], "atomic_forces_ev_per_a": [[0.6, 0.4, -0.3], [0.8, 0.9, -0.7], [-0.2, 1.7, -0.1], [-1.4, -1.0, 0.7], [0.1, -0.1, 0.3], [0.3, -0.4, -0.1], [-1.5, -0.5, 0.4], [-0.1, 0.3, -0.2], [-1.3, 0.8, 0.7], [-1.0, 0.0, 0.2], [0.8, 0.5, -0.5], [0.5, -0.9, -0.3], [1.7, -0.2, -0.7], [0.5, -0.9, 0.0], [0.2, -0.4, 0.3], [0.0, 0.6, -2.6], [1.6, 0.2, 1.1], [-1.2, 0.5, -1.1], [-0.7, -0.4, 0.3], [0.3, -0.4, 0.3], [0.6, -0.3, 0.5], [0.0, -0.4, 1.4], [1.1, 0.0, 1.1], [0.1, 0.5, -1.6], [-1.8, -0.4, 0.1], [0.7, -0.1, 0.4], [-0.6, -0.2, 0.5], [-1.3, 0.1, -1.1], [-0.3, 1.3, -0.3], [0.2, -1.2, 0.8], [0.0, 1.4, 1.1], [0.2, -0.1, 0.0], [-0.5, -1.9, 1.9], [-0.2, 0.8, -0.6], [0.9, -0.8, 0.1], [0.2, 0.2, 0.7], [0.1, 0.3, 0.3], [-0.2, 0.4, -1.4], [0.2, 0.4, -0.5], [-0.4, -0.3, -0.2], [0.7, -0.6, -0.6], [0.4, 0.4, -0.2]]}

=====

3.
{"formula": "C3H7OS", "method": "ωB97M-V/def2-TZVPD", "relative_energy_kcal_mol": 12.25, "homo_energy_ha": [-0.35021, -0.33554], "s_squared": 0.75, "multiplicity": 2, "species": ["O", "C", "H", "H", "C", "C", "S", "H", "H", "H", "H", "H"], "coordinates": [[1.28270, 2.87096, -1.45139], [0.23605, 2.30667, -1.33985], [0.13996, 1.29064, -1.75761], [-0.65381, 2.79869, -0.92240], [0.27924, -1.86161, 0.63159], [-0.62297, -0.62079, 0.69114], [0.30495, 0.74822, 1.44498], [-0.18030, -2.50016, -0.11944], [0.46508, -2.32855, 1.59326], [1.25629, -1.49627, 0.29438], [-1.53899, -0.80302, 1.25829], [-0.96822, -0.40479, -0.32296]], "atomic_forces_ev_per_a": [[0.4, 0.4, 0.1], [0.1, -0.1, -0.5], [-0.3, -0.2, 0.2], [-0.1, -0.1, 0.2], [0.1, 1.0, -0.3], [0.0, 0.0, 0.2], [-0.5, -0.3, -0.2], [0.4, -0.5, 0.2], [-0.4, -0.2, 0.0], [-0.1, -0.5, -0.3], [0.2, 0.0, 0.3], [0.2, 0.3, 0.0]]}

=====

4.
{"formula": "C3H9BrO4P", "method": "ωB97M-V/def2-TZVPD", "homo_energy_ha": [-0.37939, -0.37937], "s_squared": 0.75, "multiplicity": 2, "species": ["Br", "C", "O", "P", "O", "O", "C", "O", "C", "H", "H", "H", "H", "H", "H", "H", "H", "H"], "coordinates": [[3.31888, -19.79817, 16.86504], [-2.89061, -20.24269, 14.16816], [-1.53992, -20.46753, 13.87269], [-1.02320, -21.79691, 13.16259], [-1.99197, -22.95266, 13.25618], [0.42431, -22.18578, 13.71411], [1.36409, -21.18049, 13.78906], [-0.77864, -21.31891, 11.66233], [-0.26467, -22.42782, 10.75085], [-3.52824, -20.21560, 13.28453], [-3.02244, -19.25011, 14.59887], [-3.25715, -20.96790, 14.89468], [2.11022, -21.38582, 13.02144], [1.73414, -21.13840, 14.81345], [0.96943, -20.19579, 13.53865], [-0.28989, -23.43457, 11.16790], [0.63035, -22.18728, 10.17711], [-1.08221, -22.40667, 10.03024]], "atomic_forces_ev_per_a": [[0.0, 0.0, 0.1], [-1.4, 0.3, 0.4], [1.8, -0.2, -0.4], [-2.7, -2.8, -0.2], [1.9, 2.0, 0.1], [-2.5, -0.6, 0.0], [1.3, 1.4, -0.2], [1.6, -1.1, -0.3], [-2.2, 1.0, -0.5], [0.2, -0.5, -0.2], [0.6, 0.0, 0.1], [0.0, -0.1, -0.2], [0.5, 0.0, 0.4], [0.4, 0.0, -0.3], [-0.2, 0.1, 0.1], [0.3, 0.4, 0.6], [0.2, 0.4, 0.8], [0.2, -0.3, -0.3]]}

=====

5.
{"formula": "C10H21F3NO4Ti", "method": "ωB97M-V/def2-TZVPD", "homo_energy_ha": [-0.29933, -0.50111], "s_squared": 6.01, "charge": 1, "multiplicity": 5, "species": ["Ti", "C", "O", "O", "C", "F", "F", "F", "C", "C", "H", "H", "H", "H", "H", "H", "C", "O", "C", "C", "N", "C", "C", "O", "C", "H", "H", "H", "H", "H", "H", "H", "H", "H", "H", "H", "H", "H", "H", "H"], "coordinates": [[1.70289, -15.69182, 13.40023], [2.19166, -13.49812, 15.99647], [0.85630, -14.10810, 15.89507], [2.95194, -14.17077, 14.95688], [2.16954, -11.95757, 16.06126], [2.10792, -11.50076, 14.82665], [1.21127, -11.36797, 16.72019], [3.33385, -11.50475, 16.54493], [-0.10597, -14.05032, 16.96712], [-1.42953, -14.58410, 16.46987], [-1.18473, -15.44047, 15.84153], [-2.05523, -14.77272, 17.34223], [-1.93651, -13.90220, 15.78716], [-0.20308, -13.00179, 17.24865], [0.15292, -14.76024, 17.75267], [2.49678, -13.80065, 16.99821], [2.31552, -13.00282, 11.00433], [1.94328, -14.39088, 11.32086], [1.17041, -14.89722, 10.28085], [0.95716, -16.38156, 10.38936], [0.28790, -16.71589, 11.64794], [0.40346, -18.17138, 11.94263], [0.11538, -18.48420, 13.40951], [0.91116, -17.69527, 14.30931], [0.58878, -17.79306, 15.72320], [3.04871, -12.65278, 11.73097], [1.56535, -12.23629, 10.80997], [2.92282, -13.10497, 10.10497], [1.53005, -14.72766, 9.26595], [0.22109, -14.36217, 10.30594], [1.86844, -16.96992, 10.28208], [0.42174, -16.77574, 9.52562], [-0.69017, -16.52936, 11.47851], [1.43847, -18.51140, 11.90734], [-0.23586, -18.71674, 11.24840], [0.32428, -19.55375, 13.43268], [-0.95974, -18.48516, 13.58903], [1.37503, -17.23695, 16.23375], [0.68779, -18.81890, 16.07812], [-0.46437, -17.58336, 15.91027]], "atomic_forces_ev_per_a": [[-0.6, 0.1, -0.6], [-2.5, -3.2, 0.0], [1.1, 0.7, -1.0], [-1.1, 2.3, 2.3], [1.9, 0.8, -1.7], [-0.3, 0.3, -1.6], [-0.9, -0.6, 1.0], [0.1, -0.5, 0.5], [-0.1, 0.3, -0.2], [0.3, 0.5, -0.9], [-0.4, -0.5, 0.4], [-0.1, -0.4, -0.3], [0.0, 0.2, 0.2], [0.0, -0.4, 0.7], [0.7, 0.5, 0.4], [1.2, -0.4, 0.0], [1.8, -0.9, -0.3], [0.5, 1.4, 0.6], [-1.3, -0.5, -1.1], [0.3, -0.5, -0.2], [1.1, -0.7, 0.4], [0.4, 1.0, 1.1], [-1.0, -0.9, -0.7], [-0.5, 0.0, -0.3], [0.2, -1.2, -0.7], [-0.5, -0.1, 0.4], [-0.7, -0.6, 0.4], [-0.1, 0.2, -0.3], [0.8, 0.4, 0.1], [-0.5, -0.1, 0.0], [0.5, 0.4, 0.6], [-0.6, 0.4, -0.2], [-0.3, 0.3, 0.5], [0.2, 0.4, -1.0], [0.1, -0.5, 0.3], [0.6, -0.1, 0.8], [-0.1, 0.9, 0.6], [-0.6, 0.4, 0.1], [0.3, -0.3, -0.3], [0.2, 0.8, 0.1]]}

=====

E for every record listed, in sequence, given in hartree: -3536.30953 -2774.27214 -591.84220 -3336.05532 -1897.95321.